1.
{"formula": "C16H18FNO", "method": "ωB97M-V/def2-TZVPD", "homo_ev": -8.42, "smiles": "OCCN(Cc1ccccc1)Cc1ccccc1F", "e_lumo_ha": 0.0329, "fmax_ev_per_a": 0.6, "e_tot_ha": -850.3339, "spin_multiplicity": 1, "symbols": ["O", "C", "C", "N", "C", "C", "C", "C", "C", "C", "C", "C", "C", "C", "C", "C", "C", "C", "F", "H", "H", "H", "H", "H", "H", "H", "H", "H", "H", "H", "H", "H", "H", "H", "H", "H", "H"], "xyz": [[1.23273, -4.07683, 1.21139], [-0.12387, -3.75369, 1.00033], [-0.40192, -3.09289, -0.35653], [-0.25743, -1.65063, -0.31143], [-0.76255, -1.01615, -1.51826], [-1.00616, 0.45534, -1.32185], [-0.49106, 1.39501, -2.20189], [-0.72455, 2.74501, -2.00467], [-1.47504, 3.16770, -0.92267], [-2.00248, 2.23416, -0.04577], [-1.77597, 0.88644, -0.24859], [1.10272, -1.22923, -0.00158], [1.13858, 0.13977, 0.61860], [1.81445, 1.19975, 0.03169], [1.83281, 2.45379, 0.61620], [1.17412, 2.67322, 1.81249], [0.50450, 1.63122, 2.42911], [0.49978, 0.38797, 1.82808], [-0.15510, -0.61565, 2.45084], [1.51183, -4.70868, 0.53910], [-0.39555, -3.06353, 1.80002], [-0.73896, -4.65940, 1.08971], [-1.43846, -3.30574, -0.63075], [0.25221, -3.55323, -1.12437], [-0.07867, -1.16956, -2.37457], [-1.71794, -1.49091, -1.76784], [0.10072, 1.07087, -3.04705], [-0.31519, 3.46786, -2.69551], [-1.65134, 4.22141, -0.76387], [-2.59364, 2.55987, 0.79764], [-2.17837, 0.15242, 0.43295], [1.51751, -1.93852, 0.71780], [1.74136, -1.23765, -0.90324], [2.32965, 1.03844, -0.90399], [2.36057, 3.26218, 0.13342], [1.18237, 3.65127, 2.26866], [-0.01164, 1.76859, 3.36642]], "forces_ev_per_angstrom": [[0.52, -0.20, 0.04], [-0.41, -0.08, -0.30], [0.00, -0.03, 0.33], [-0.06, -0.06, -0.20], [-0.05, -0.09, 0.02], [-0.12, 0.13, -0.25], [-0.14, -0.12, -0.03], [-0.02, 0.12, -0.08], [0.02, 0.12, -0.07], [-0.08, -0.03, 0.04], [-0.06, 0.02, -0.15], [-0.04, 0.00, 0.26], [0.12, -0.02, 0.25], [0.00, -0.03, 0.22], [0.09, 0.12, -0.03], [0.03, -0.02, -0.01], [-0.05, -0.23, 0.06], [0.28, 0.24, -0.05], [0.03, -0.02, -0.02], [-0.04, 0.05, 0.08], [-0.07, -0.05, -0.07], [0.00, 0.12, 0.02], [0.06, -0.02, -0.06], [-0.08, -0.05, 0.03], [-0.08, 0.00, 0.04], [0.11, -0.03, -0.03], [0.08, -0.06, -0.06], [0.04, 0.07, -0.05], [-0.01, 0.09, 0.02], [-0.04, 0.02, 0.08], [-0.02, -0.09, 0.13], [0.04, 0.06, -0.18], [-0.01, -0.05, 0.08], [0.01, -0.05, -0.12], [0.04, 0.08, -0.05], [-0.01, 0.09, 0.05], [-0.07, -0.02, 0.10]], "lowdin_charge": [-0.080, -0.242, -0.178, -0.162, -0.149, -0.224, -0.058, -0.089, -0.093, -0.076, -0.042, -0.113, -0.149, -0.041, -0.085, -0.084, -0.014, -0.240, 0.069, 0.090, 0.115, 0.115, 0.119, 0.129, 0.126, 0.128, 0.110, 0.101, 0.100, 0.105, 0.120, 0.118, 0.133, 0.116, 0.103, 0.103, 0.117]}


2.
{"formula": "C3H10NO2PS", "method": "ωB97M-V/def2-TZVPD", "homo_ev": [-9.36, -8.05], "e_lumo_ha": [-0.0272, -0.0719], "fmax_ev_per_a": 6.4, "e_tot_ha": -1064.9844, "spin_multiplicity": 1, "symbols": ["C", "C", "C", "N", "O", "O", "P", "S", "H", "H", "H", "H", "H", "H", "H", "H", "H", "H"], "xyz": [[2.89453, -1.02556, 0.95822], [-0.14603, 2.13097, -0.59160], [-3.63443, -0.93371, -0.29797], [1.73125, -0.25711, 0.72877], [1.84548, -0.90642, -1.80192], [0.81164, 1.30244, -1.18588], [1.08161, -0.24664, -0.74900], [-2.32281, -0.47618, 0.88494], [2.65321, -1.99542, 1.48151], [3.21302, -1.27740, -0.02528], [3.62015, -0.48915, 1.54673], [-0.87294, 1.49316, 0.02884], [-0.72933, 2.53121, -1.28337], [0.43333, 2.95619, 0.10510], [-3.87647, -0.03047, -0.79871], [-4.52903, -0.89546, 0.21389], [-3.46442, -1.78154, -0.86269], [1.29123, -0.09891, 1.64845]], "forces_ev_per_angstrom": [[0.40, -2.24, 0.57], [2.34, -0.96, 5.87], [1.69, 2.35, 1.24], [-0.39, 0.73, 2.64], [0.67, -0.61, -0.20], [0.49, -0.86, -0.36], [-2.37, 1.66, -0.84], [-0.18, -0.56, -0.43], [0.30, 0.84, -0.38], [1.21, -0.39, -0.47], [0.43, 0.22, 0.00], [1.07, 1.05, -0.34], [-2.15, 2.24, -3.23], [-1.72, -1.98, -1.71], [0.54, 0.74, -1.64], [-2.00, -1.08, 1.83], [0.27, -1.54, -1.09], [-0.59, 0.38, -1.48]], "lowdin_charge": [-0.170, -0.168, -0.503, -0.212, -0.305, -0.311, 0.619, 0.523, 0.103, 0.049, 0.079, 0.003, 0.018, 0.146, 0.009, -0.005, 0.002, 0.123]}


3.
{"formula": "C20H30O5", "method": "ωB97M-V/def2-TZVPD", "homo_ev": -8.18, "smiles": "CCOC(=O)C(CCCOc1ccc([C@H](C)CC)cc1)C(=O)OCC", "e_lumo_ha": 0.0292, "fmax_ev_per_a": 0.6, "e_tot_ha": -1156.3248, "spin_multiplicity": 1, "symbols": ["C", "C", "O", "C", "O", "C", "C", "C", "C", "O", "C", "C", "C", "C", "C", "C", "C", "C", "C", "C", "C", "O", "O", "C", "C", "H", "H", "H", "H", "H", "H", "H", "H", "H", "H", "H", "H", "H", "H", "H", "H", "H", "H", "H", "H", "H", "H", "H", "H", "H", "H", "H", "H", "H", "H"], "xyz": [[-3.46490, -0.97586, -4.95086], [-2.30194, -1.56576, -4.16752], [-2.48844, -1.39619, -2.75976], [-2.10867, -0.23378, -2.23316], [-1.60707, 0.66620, -2.84844], [-2.39685, -0.20380, -0.73599], [-1.62534, -1.29662, 0.00720], [-0.11804, -1.11647, -0.13343], [0.64540, -2.17956, 0.66186], [2.04207, -2.06676, 0.51298], [2.71061, -1.05755, 1.14605], [4.06145, -0.93759, 0.82203], [4.83975, 0.03713, 1.40937], [4.30567, 0.92425, 2.33704], [5.16320, 1.99880, 2.96005], [5.21678, 1.82944, 4.47991], [4.64584, 3.38640, 2.54958], [5.61211, 4.51310, 2.89525], [2.96300, 0.79231, 2.65887], [2.16812, -0.18069, 2.07794], [-3.89979, -0.38707, -0.55759], [-4.41693, -1.28309, 0.05000], [-4.55667, 0.59559, -1.17239], [-5.98653, 0.54506, -1.14557], [-6.52476, -0.32565, -2.27087], [-3.52485, 0.09504, -4.77159], [-4.39863, -1.44153, -4.64477], [-3.31359, -1.14724, -6.01268], [-1.36367, -1.08350, -4.45999], [-2.23095, -2.64489, -4.31690], [-2.11957, 0.79094, -0.37541], [-1.92865, -2.26764, -0.38680], [-1.91066, -1.26477, 1.06073], [0.17276, -0.12294, 0.21427], [0.17536, -1.19268, -1.18238], [0.40653, -3.17372, 0.27323], [0.35835, -2.14937, 1.72077], [4.47789, -1.62530, 0.10288], [5.88374, 0.11173, 1.13979], [6.18079, 1.88889, 2.56851], [5.94068, 2.51106, 4.91877], [4.24461, 2.02433, 4.92589], [5.51046, 0.81211, 4.72996], [4.47727, 3.38221, 1.46967], [3.68453, 3.57297, 3.03184], [6.58665, 4.33140, 2.44675], [5.73942, 4.60510, 3.97071], [5.23386, 5.46053, 2.51753], [2.51312, 1.46092, 3.37775], [1.13078, -0.24241, 2.36838], [-6.30755, 0.15473, -0.17455], [-6.30945, 1.58168, -1.25834], [-6.18543, 0.05237, -3.23226], [-6.17534, -1.34791, -2.14632], [-7.61070, -0.31942, -2.24961]], "forces_ev_per_angstrom": [[0.22, -0.08, 0.35], [0.08, 0.10, -0.56], [-0.18, -0.36, 0.18], [0.09, 0.48, 0.38], [0.09, 0.04, -0.13], [-0.13, -0.30, -0.03], [0.14, 0.15, -0.08], [0.05, -0.22, 0.21], [-0.41, 0.17, -0.14], [0.33, 0.06, 0.01], [0.24, 0.04, -0.03], [-0.24, -0.14, -0.06], [-0.11, 0.01, 0.04], [0.14, 0.02, 0.01], [-0.29, 0.08, 0.07], [0.20, 0.03, -0.22], [0.37, -0.01, -0.04], [-0.22, -0.09, -0.03], [0.19, 0.03, -0.03], [-0.26, -0.24, -0.10], [0.31, -0.05, 0.15], [-0.11, -0.08, 0.06], [0.10, 0.29, -0.22], [-0.50, -0.19, 0.05], [0.30, 0.18, 0.24], [-0.03, 0.08, -0.03], [-0.10, -0.04, -0.02], [-0.01, -0.01, -0.13], [-0.11, -0.16, 0.06], [0.03, 0.13, 0.05], [-0.04, -0.09, -0.12], [-0.05, -0.01, 0.08], [-0.06, -0.04, -0.02], [0.02, 0.03, -0.05], [0.07, 0.02, -0.03], [-0.03, 0.10, 0.11], [0.03, -0.04, -0.06], [0.05, -0.09, -0.09], [0.11, 0.02, -0.02], [-0.05, -0.01, -0.03], [0.05, 0.08, 0.13], [-0.13, 0.02, 0.08], [0.02, -0.06, 0.09], [-0.09, 0.00, 0.02], [-0.11, -0.05, -0.03], [0.13, 0.02, -0.03], [0.07, 0.07, 0.11], [0.04, 0.12, 0.01], [-0.05, 0.09, 0.09], [-0.11, -0.03, -0.02], [0.04, 0.15, -0.14], [0.06, -0.12, 0.06], [-0.01, 0.02, -0.10], [-0.02, -0.09, -0.02], [-0.13, -0.01, -0.02]], "lowdin_charge": [-0.056, -0.200, 0.011, -0.482, 0.138, -0.117, -0.143, -0.154, -0.199, -0.044, -0.268, 0.000, -0.027, -0.225, -0.353, -0.057, -0.229, -0.106, -0.030, -0.016, -0.464, 0.138, 0.012, -0.203, -0.057, 0.079, 0.072, 0.078, 0.124, 0.125, 0.169, 0.129, 0.131, 0.118, 0.128, 0.134, 0.124, 0.117, 0.112, 0.133, 0.069, 0.077, 0.084, 0.116, 0.108, 0.074, 0.064, 0.069, 0.112, 0.105, 0.122, 0.125, 0.072, 0.079, 0.078]}